# 1
31
Properties=species:S:1:pos:R:3:lowdin_charge:R:1 method="wB97M-V/def2-TZVPD" charge=0 homo_lumo_gap_ev=7.72
C -5.413 -1.728 0.012 -0.05
C -4.748 -0.987 -1.217 -0.07
N -3.636 -0.342 -0.437 -0.16
N -3.151 -0.764 0.806 0.18
N -2.019 0.084 0.716 0.04
C -1.940 0.912 -0.315 -0.39
N -0.980 2.028 -0.417 0.26
C 0.137 2.165 0.146 -0.61
O 0.970 2.815 -0.187 0.16
C 0.603 1.197 1.392 -0.16
S 1.079 -0.680 0.707 0.94
C 2.738 -0.408 0.395 -0.55
C 3.525 0.969 0.073 -0.01
C 4.750 0.933 -0.009 -0.17
C 5.439 -0.305 -0.316 -0.50
Cl 7.266 -0.240 -0.565 0.55
C 4.727 -1.425 0.087 -0.17
C 3.487 -1.429 0.261 -0.29
N -2.851 0.657 -1.086 0.19
H -6.209 -2.150 -0.525 0.06
H -4.643 -2.450 0.185 0.07
H -5.680 -1.214 0.799 0.02
H -5.385 -0.015 -1.286 0.16
H -4.480 -1.244 -2.022 0.00
H -1.167 2.387 -1.128 0.01
H -0.296 0.882 1.850 -0.01
H 1.344 1.453 2.072 0.05
H 2.923 1.958 0.153 0.13
H 5.294 1.646 -0.262 0.03
H 5.400 -2.270 -0.393 0.15
H 2.916 -2.432 0.511 0.15

# 2
29
Properties=species:S:1:pos:R:3:lowdin_charge:R:1 method="wB97M-V/def2-TZVPD" charge=0 e_above_lowest_kj_mol=920.7 homo_lumo_gap_ev=8.31
C -1.573 -3.162 0.617 -0.06
C -0.132 -2.494 0.283 -0.34
H 0.242 -2.632 -0.747 0.15
H 0.508 -2.853 0.998 0.10
O -0.461 -1.263 0.258 -0.10
C 0.515 -0.336 0.302 -0.08
C 1.764 -0.764 0.080 0.07
C 2.836 0.341 -0.369 -0.07
C 2.522 1.692 -0.144 -0.07
C 1.335 2.013 0.296 -0.58
C 0.213 1.322 0.465 -0.12
O -1.098 1.515 0.739 -0.01
C -1.725 2.183 -0.016 -0.39
C -2.931 1.799 -0.562 -0.46
O -3.765 2.361 -1.339 0.01
N -3.080 0.345 -0.344 0.13
H -2.274 -0.277 0.119 0.12
H -3.822 -0.173 -0.793 0.08
H -1.045 2.968 -0.736 0.18
H -2.156 3.176 0.900 0.23
Cl 0.952 3.729 0.534 0.74
H 3.247 2.488 -0.002 0.13
C 4.213 0.026 -0.558 -0.37
O 5.087 0.708 -0.601 0.17
H 4.333 -1.013 -0.980 0.13
H 2.179 -1.654 -0.253 0.08
H -1.491 -4.425 0.492 0.13
H -2.306 -2.700 -0.257 0.11
H -2.087 -2.919 1.621 0.08

# 3
27
Properties=species:S:1:pos:R:3:lowdin_charge:R:1 method="wB97M-V/def2-TZVPD" charge=0 e_above_lowest_kj_mol=590.9 homo_lumo_gap_ev="8.46 / 7.18"
C 0.819 3.319 0.532 -0.12
C -1.058 2.317 0.687 -0.18
C 0.931 2.277 -0.347 -0.22
C -1.107 -1.359 -2.256 -0.03
C -1.154 -2.313 -1.321 -0.05
C -0.772 0.032 -2.151 -0.26
C -0.755 0.644 -0.998 0.09
C -0.815 -2.284 0.122 -0.14
C -1.505 -1.238 0.901 -0.30
C 2.084 1.720 -1.152 0.02
C -0.880 -0.640 2.090 -0.04
N -0.409 3.343 1.150 0.06
N -0.339 1.722 -0.297 -0.04
F -0.395 0.705 -3.301 0.03
F -2.834 -1.100 0.736 0.07
H 1.583 4.096 0.796 0.12
H -2.051 2.036 0.984 0.13
H -1.214 -1.557 -3.260 0.09
H -1.333 -3.252 -1.634 0.07
H -1.061 -3.205 0.505 0.10
H 0.185 -2.121 0.086 0.10
H 2.822 1.801 -0.508 0.03
H 1.980 0.652 -1.288 0.09
H 2.064 2.260 -2.055 0.08
H -0.103 0.217 1.957 0.11
H -0.205 -1.521 2.552 0.14
H -1.664 -0.435 2.728 0.05

# 4
33
Properties=species:S:1:pos:R:3:lowdin_charge:R:1 method="wB97M-V/def2-TZVPD" charge=0 homo_lumo_gap_ev=8.87
C -4.865 -0.168 1.466 -0.01
C -3.438 -0.136 0.706 -0.29
C -2.633 -1.179 0.777 0.07
C -1.526 -0.728 -0.194 -0.05
C -0.306 -1.195 -0.434 -0.43
O -0.245 -2.387 -0.635 0.10
N 0.911 -0.521 -0.268 0.11
N 0.912 1.042 -0.007 0.30
C 2.085 1.303 -0.193 -0.21
C 2.643 2.446 -0.029 -0.27
F 1.590 3.538 0.296 -0.07
F 3.404 2.740 1.048 0.10
C 3.188 -0.073 -0.335 0.10
C 2.169 -1.068 -0.348 -0.44
O 2.224 -1.748 -1.782 -0.01
C 2.434 -1.998 0.751 -0.63
F 3.666 -2.464 0.866 0.13
F 2.231 -1.324 1.639 0.33
N -1.940 0.627 -0.502 -0.23
C -1.384 1.403 -1.392 -0.10
N -3.059 0.993 -0.066 0.15
H -4.780 -0.062 2.413 -0.02
H -5.526 0.680 0.967 0.11
H -5.426 -1.030 1.119 0.06
H -2.659 -2.164 1.393 0.16
H 3.130 2.960 -0.659 0.11
H 3.864 -0.077 0.478 0.11
H 3.764 0.330 -1.408 0.22
H 1.469 -2.339 -1.574 0.06
H 1.877 -2.975 0.628 0.19
H -0.775 1.220 -2.174 0.06
H -2.282 2.101 -1.758 0.15
H -0.716 2.252 -0.789 0.15

# 5
25
Properties=species:S:1:pos:R:3:lowdin_charge:R:1 method="wB97M-V/def2-TZVPD" charge=0 homo_lumo_gap_ev="7.51 / 7.08" spin_multiplicity=3
C 0.633 0.939 0.771 -0.05
C 1.423 -0.232 0.547 -0.06
C 0.882 1.253 -1.433 0.02
C 0.379 1.833 -0.313 -0.28
C 1.857 -0.679 -0.645 -0.35
C 1.316 0.081 -1.638 0.04
C -1.951 -0.663 1.720 -0.08
C -1.780 -1.497 0.501 -0.20
C -0.342 3.154 -0.358 -0.04
C 2.481 -1.971 -0.898 -0.05
C -1.740 -0.975 -0.704 -0.79
F -1.959 0.418 -0.805 -0.09
I -1.719 -2.039 -2.488 0.91
H 0.437 1.227 1.742 0.08
H 1.503 -0.603 1.542 0.11
H -1.303 -0.828 2.476 0.03
H -2.948 -0.795 2.169 0.09
H -1.842 0.438 1.446 0.09
H -1.729 -2.568 0.509 0.09
H -0.212 3.433 -1.429 0.09
H -1.405 2.967 -0.102 0.08
H -0.005 3.983 0.289 0.08
H 3.294 -1.792 -1.589 0.07
H 3.058 -2.409 -0.023 0.10
H 1.670 -2.673 -1.286 0.10

| no. | E (a.u.) |
| --- | --- |
| 1 | -1633.31528 |
| 2 | -1241.91789 |
| 3 | -735.37142 |
| 4 | -1194.91091 |
| 5 | -823.62646 |